{"formula": "C5H17N2O", "method": "the ωB97M-V functional and the def2-TZVPD basis", "elements": ["N", "C", "C", "C", "N", "C", "C", "H", "H", "H", "H", "H", "H", "H", "H", "H", "H", "H", "H", "H", "H", "H", "H", "H", "O"], "positions_angstrom": [[0.857, -1.537, -0.444], [1.707, -0.350, -0.837], [1.817, -0.288, -2.339], [1.009, 0.890, -0.201], [0.438, 0.525, 1.106], [-0.933, 0.971, 1.326], [-1.519, 0.483, 2.632], [1.197, -2.359, -0.942], [0.990, -1.737, 0.541], [-0.134, -1.396, -0.647], [2.711, -0.417, -0.422], [2.534, 0.455, -2.683], [0.848, -0.096, -2.796], [2.251, -1.197, -2.776], [1.793, 1.637, -0.047], [0.253, 1.341, -0.844], [1.065, 0.909, 1.800], [-1.048, 2.055, 1.236], [-1.489, 0.613, 0.448], [-1.475, 1.289, 3.376], [-1.037, -0.372, 3.092], [-2.595, 0.316, 2.551], [-3.498, -0.279, -0.424], [-3.029, -0.951, -1.754], [-2.712, -0.505, -0.952]], "lowdin_charge": [0.2189, -0.3140, -0.0465, -0.1591, -0.0897, -0.2897, -0.0795, 0.1684, 0.1584, 0.1545, 0.1534, 0.1004, 0.0925, 0.0926, 0.1321, 0.1286, 0.1201, 0.1201, 0.0700, 0.0778, 0.0716, 0.0735, 0.0631, 0.0567, -0.0740], "spin_multiplicity": 1, "e_above_lowest_kj_mol": 74.85, "homo_lumo_gap_ha": 0.3627, "total_charge": 1}

=====

{"formula": "C16H15ClFN3O2", "method": "the ωB97M-V functional and the def2-TZVPD basis", "elements": ["O", "C", "N", "H", "N", "C", "O", "N", "C", "C", "C", "C", "C", "C", "H", "Cl", "F", "H", "H", "H", "H", "C", "H", "H", "C", "C", "C", "C", "C", "C", "C", "H", "H", "H", "H", "H", "H", "H"], "positions_angstrom": [[0.171, -1.440, 4.231], [-0.365, -0.360, 4.073], [0.211, 0.586, 3.281], [-0.311, 1.360, 2.884], [1.222, 0.150, 2.407], [1.026, 0.468, 1.075], [0.278, 1.364, 0.752], [1.820, -0.266, 0.233], [1.870, -0.208, -1.158], [2.817, -0.991, -1.818], [2.890, -0.984, -3.196], [2.016, -0.200, -3.926], [1.064, 0.582, -3.282], [0.993, 0.579, -1.899], [0.261, 1.188, -1.395], [-0.029, 1.551, -4.196], [2.096, -0.205, -5.268], [3.619, -1.583, -3.719], [3.499, -1.606, -1.250], [2.454, -0.926, 0.659], [1.506, -0.787, 2.687], [-1.640, 0.069, 4.761], [-1.404, 0.832, 5.504], [-2.021, -0.806, 5.290], [-2.685, 0.608, 3.766], [-2.592, -0.051, 2.411], [-2.475, -1.431, 2.294], [-2.318, -2.019, 1.051], [-2.294, -1.239, -0.093], [-2.445, 0.132, 0.011], [-2.588, 0.720, 1.256], [-2.685, 1.794, 1.326], [-2.438, 0.748, -0.874], [-2.160, -1.699, -1.061], [-2.212, -3.092, 0.978], [-2.493, -2.052, 3.177], [-2.564, 1.687, 3.643], [-3.682, 0.443, 4.184]], "lowdin_charge": [0.0613, -0.5036, 0.0946, 0.1388, 0.0991, -0.4988, 0.0683, 0.1426, -0.2208, -0.0210, -0.0039, -0.3089, -0.5912, -0.0308, 0.0954, 0.7193, 0.0515, 0.1220, 0.1123, 0.1485, 0.1362, -0.0939, 0.1228, 0.1205, -0.1377, -0.2506, -0.0425, -0.0730, -0.0875, -0.0888, -0.0590, 0.1157, 0.1058, 0.1023, 0.1037, 0.1181, 0.1113, 0.1220], "spin_multiplicity": 1, "homo_lumo_gap_ha": 0.3366, "total_charge": 0}

=====

{"formula": "CH5NP2", "method": "the ωB97M-V functional and the def2-TZVPD basis", "elements": ["C", "N", "P", "P", "H", "H", "H", "H", "H"], "positions_angstrom": [[-0.903, -0.009, 0.157], [0.970, 1.457, -1.092], [1.552, 2.533, -1.979], [0.872, 0.602, 0.214], [-0.908, -1.079, 0.284], [-1.353, 0.442, -0.720], [-1.428, 0.486, 1.001], [0.932, -2.294, 0.893], [0.266, -2.138, 1.243]], "lowdin_charge": [-0.3843, -0.9987, 0.6362, 0.7085, -0.0595, 0.0107, 0.0239, 0.0419, 0.0212], "spin_multiplicity": 1, "e_above_lowest_kj_mol": 162.81, "homo_lumo_gap_ha": [0.2312, 0.2311], "total_charge": 0}

=====

{"formula": "C5H6OS", "method": "the ωB97M-V functional and the def2-TZVPD basis", "elements": ["C", "C", "C", "C", "C", "O", "S", "H", "H", "H", "H", "H", "H"], "positions_angstrom": [[-1.321, 1.527, 1.219], [-0.941, 0.629, 0.514], [0.477, -0.050, -1.508], [1.539, -0.281, 0.848], [-0.522, -0.360, -0.319], [-1.222, -1.511, -0.368], [1.798, 0.668, -0.627], [-1.754, 2.281, 1.734], [0.638, -0.906, -2.005], [0.142, 0.751, -2.101], [1.674, 0.150, 1.829], [1.629, -1.413, 0.837], [-2.139, -1.484, -0.052]], "lowdin_charge": [0.1617, -0.1788, -0.4157, -0.3277, -0.4184, 0.0613, 0.8209, -0.0008, 0.0400, 0.0558, 0.0199, 0.0541, 0.1277], "spin_multiplicity": 1, "e_above_lowest_kj_mol": 525.97, "homo_lumo_gap_ha": [0.2820, 0.2725], "total_charge": 0}

=====

{"formula": "C17H31N4O8S2", "method": "the ωB97M-V functional and the def2-TZVPD basis", "elements": ["C", "C", "C", "C", "O", "N", "C", "C", "S", "C", "N", "N", "C", "O", "C", "S", "C", "C", "O", "C", "N", "C", "O", "O", "H", "H", "H", "H", "H", "H", "H", "H", "H", "H", "H", "H", "H", "H", "H", "H", "H", "H", "H", "H", "H", "H", "H", "C", "C", "O", "C", "O", "O", "C", "H", "H", "H", "H", "H", "H", "H", "H"], "positions_angstrom": [[-1.839, 1.536, 2.510], [-2.002, 1.243, 1.012], [-1.718, -0.223, 0.662], [-0.907, -0.362, -0.611], [-0.577, -1.733, -0.812], [0.685, -1.840, -1.466], [0.483, -2.421, -2.793], [1.241, -1.619, -3.845], [0.784, 0.130, -3.798], [1.868, 0.717, -2.586], [1.709, 1.751, -1.824], [2.830, 1.776, -0.994], [3.538, 0.756, -1.320], [3.013, 0.050, -2.347], [1.612, -2.593, -0.595], [2.209, -1.502, 0.750], [1.012, -3.913, -0.065], [0.085, -3.912, 1.152], [0.789, -3.829, 2.393], [-0.732, -5.215, 1.195], [-1.917, -5.165, 2.045], [2.936, -2.977, -1.387], [3.955, -2.354, -1.077], [2.780, -3.910, -2.208], [-0.804, 1.778, 2.747], [-2.132, 0.666, 3.099], [-2.459, 2.375, 2.821], [-1.355, 1.904, 0.432], [-3.028, 1.494, 0.735], [-1.137, -0.677, 1.471], [-2.647, -0.791, 0.591], [-1.476, 0.016, -1.470], [0.005, 0.231, -0.550], [-0.581, -2.354, -3.028], [0.775, -3.469, -2.838], [2.312, -1.767, -3.737], [0.962, -1.951, -4.846], [4.449, 0.387, -0.885], [1.004, -1.185, 1.245], [0.502, -4.397, -0.898], [1.857, -4.560, 0.186], [-0.638, -3.098, 1.123], [1.716, -3.646, 2.205], [-1.002, -5.536, 0.189], [-0.062, -5.980, 1.598], [-1.671, -4.732, 2.926], [-2.641, -4.616, 1.602], [1.307, 5.563, 0.154], [0.700, 4.220, 0.493], [-0.397, 4.349, 1.427], [-1.539, 4.783, 0.920], [-1.768, 5.059, -0.230], [-2.436, 4.855, 1.915], [-3.715, 5.339, 1.513], [1.610, 6.086, 1.063], [2.182, 5.416, -0.478], [0.595, 6.193, -0.378], [1.426, 3.589, 0.998], [0.370, 3.689, -0.399], [-4.109, 4.754, 0.684], [-3.654, 6.387, 1.223], [-4.360, 5.233, 2.382]], "lowdin_charge": [-0.1008, -0.2384, -0.1858, -0.2269, -0.1461, -0.1303, -0.2234, -0.4164, 0.9939, -0.7162, 0.0361, 0.0491, -0.2174, 0.0169, -0.5782, 0.8978, -0.1154, -0.3911, -0.0753, -0.2424, -0.0043, -0.7275, -0.0721, -0.0444, 0.0748, 0.0691, 0.0548, 0.0943, 0.1045, 0.0940, 0.1158, 0.1190, 0.0945, 0.1213, 0.1049, 0.0807, 0.0752, 0.1302, -0.1314, 0.1136, 0.1368, 0.1156, 0.0443, 0.1097, 0.1148, 0.0590, 0.0547, -0.0632, -0.2086, 0.0241, -0.6290, 0.1219, -0.0182, -0.0491, 0.0778, 0.0802, 0.0716, 0.1175, 0.1039, 0.0946, 0.0945, 0.0904], "spin_multiplicity": 1, "homo_lumo_gap_ha": 0.2938, "total_charge": -1}

=====

{"formula": "C42H40IN5O2P2RhS", "method": "the ωB97M-V functional and the def2-TZVPD basis", "elements": ["Rh", "C", "C", "N", "C", "S", "N", "N", "C", "C", "C", "C", "C", "C", "C", "N", "H", "H", "H", "H", "H", "H", "H", "H", "H", "H", "H", "H", "H", "C", "N", "P", "C", "C", "C", "C", "C", "C", "C", "C", "C", "C", "C", "C", "P", "C", "C", "C", "C", "C", "C", "C", "C", "C", "C", "C", "C", "H", "H", "H", "H", "H", "H", "H", "H", "H", "H", "H", "H", "H", "H", "H", "H", "H", "H", "H", "H", "H", "H", "H", "I", "C", "C", "C", "C", "C", "C", "C", "O", "O", "H", "H", "H", "H"], "positions_angstrom": [[0.585, -0.795, 1.207], [-5.729, 1.476, 2.080], [-4.554, 0.961, 2.886], [-3.729, 0.038, 2.093], [-2.386, -0.106, 2.229], [-1.646, -1.581, 2.365], [-1.628, 1.054, 2.159], [-0.310, 0.926, 2.379], [0.286, 2.221, 2.111], [-0.398, 4.114, 0.453], [1.781, 2.054, 1.835], [2.573, 3.186, 1.710], [3.921, 3.032, 1.421], [4.433, 1.754, 1.283], [3.577, 0.675, 1.438], [2.282, 0.821, 1.711], [-6.355, 2.120, 2.696], [-6.351, 0.656, 1.719], [-5.391, 2.046, 1.213], [-4.895, 0.432, 3.780], [-3.925, 1.777, 3.227], [-4.171, -0.860, 1.949], [-1.220, 4.430, -0.192], [0.526, 4.278, -0.097], [-0.395, 4.760, 1.330], [2.142, 4.169, 1.847], [4.558, 3.899, 1.310], [5.476, 1.584, 1.060], [3.912, -0.348, 1.325], [-2.466, 0.998, -1.713], [-1.190, 0.524, -1.174], [0.067, 1.406, -0.457], [0.787, 2.437, -1.763], [2.173, 2.355, -1.886], [2.838, 3.079, -2.865], [2.120, 3.885, -3.735], [0.738, 3.973, -3.620], [0.074, 3.258, -2.638], [-0.551, 2.655, 0.854], [-1.964, 2.267, 1.354], [-2.657, 3.379, 2.095], [-2.178, 4.012, 3.163], [-0.900, 3.762, 3.820], [0.141, 3.056, 3.375], [-0.863, -1.146, -0.839], [-2.190, -2.124, -1.593], [-2.360, -2.185, -2.976], [-3.364, -2.970, -3.511], [-4.191, -3.713, -2.675], [-4.021, -3.665, -1.301], [-3.025, -2.863, -0.758], [0.469, -1.622, -1.999], [1.081, -0.770, -2.904], [2.118, -1.233, -3.708], [2.535, -2.551, -3.615], [1.911, -3.413, -2.720], [0.887, -2.950, -1.916], [-2.511, 2.085, -1.648], [-3.311, 0.587, -1.153], [-2.588, 0.719, -2.761], [2.732, 1.707, -1.220], [3.914, 3.003, -2.956], [2.633, 4.444, -4.506], [0.177, 4.606, -4.296], [-1.002, 3.353, -2.561], [-2.613, 1.926, 0.549], [-3.609, 3.697, 1.687], [-2.786, 4.796, 3.599], [-0.777, 4.236, 4.786], [1.004, 2.991, 4.028], [-1.693, -1.637, -3.632], [-3.495, -3.020, -4.583], [-4.963, -4.340, -3.102], [-4.657, -4.252, -0.651], [-2.881, -2.825, 0.315], [0.743, 0.251, -3.016], [2.588, -0.561, -4.415], [3.340, -2.911, -4.242], [2.233, -4.443, -2.641], [0.419, -3.627, -1.207], [5.508, -8.286, 1.379], [4.412, -6.516, 1.366], [4.807, -5.473, 0.539], [4.070, -4.300, 0.528], [2.951, -4.168, 1.344], [2.567, -5.218, 2.169], [3.294, -6.396, 2.182], [2.157, -2.907, 1.310], [2.485, -1.980, 0.519], [1.143, -2.785, 2.054], [5.679, -5.577, -0.091], [4.349, -3.477, -0.117], [1.696, -5.101, 2.799], [2.997, -7.215, 2.822]], "lowdin_charge": [0.8323, -0.0749, -0.2227, 0.0150, -0.7494, 0.7983, -0.0596, 0.0145, -0.3971, -0.0386, -0.2636, -0.0098, -0.0337, -0.0358, -0.0985, 0.0480, 0.0840, 0.0797, 0.0660, 0.1291, 0.0909, 0.1228, 0.0983, 0.0764, 0.0872, 0.1250, 0.1188, 0.1148, 0.1081, -0.1295, -0.4825, 1.0575, -0.3761, -0.1029, -0.0604, -0.0627, -0.0624, -0.0906, -0.3889, -0.1992, -0.0576, -0.0674, -0.0511, 0.0073, 0.9405, -0.3544, -0.0816, -0.0605, -0.0644, -0.0679, -0.0988, -0.3790, -0.0967, -0.0685, -0.0709, -0.0659, -0.1060, 0.0680, 0.0783, 0.0839, 0.0980, 0.1112, 0.1109, 0.1109, 0.0951, 0.1126, 0.1155, 0.1173, 0.1134, 0.1264, 0.1130, 0.1112, 0.1105, 0.1090, 0.0442, 0.0789, 0.1060, 0.1066, 0.1115, 0.1184, 0.8854, -0.7389, -0.1446, -0.0183, -0.1413, -0.0108, -0.1409, -0.6157, -0.0993, -0.1358, 0.0932, 0.1169, 0.1198, 0.0947], "spin_multiplicity": 5, "e_above_lowest_kj_mol": 160.26, "homo_lumo_gap_ha": [0.2694, 0.2233], "s_squared": 6.02, "total_charge": 1}

=====

Per-record max |F|, eV/Å: 1.505 0.572 2.360 4.625 0.733 1.410